Computed, not measured: 2 unconnected molecules or ions with the total composition C15H18O, with ωB97M-V with the def2-TZVPD basis set.

Computed properties:
- expectation value of S² = 0.767
- relative energy (zero: lowest compared OMol25 entry of this formula, charge and spin) (kJ/mol) = 0.0
- maximum force (eV Å⁻¹) = 0.85
- total charge = +1
- LUMO level (spin up / spin down) (eV) = -3.5 / -7.4
- HOMO-LUMO gap (spin up / spin down) (eV) = 7.93 / 4.10
- 2S+1 = 2

Each line ends with the Mulliken charge.
Element x y z (Å)
C (0.26213, -1.87977, 1.87307)  -0.8270
C (0.64203, -3.29693, 2.31762)  -1.2684
C (-0.92107, -1.84417, 0.95870)  0.3379
C (-0.79388, -2.16710, -0.42010)  -0.4977
C (-2.20324, -1.50495, 1.46241)  -0.2625
C (-1.85661, -2.13741, -1.26595)  -0.4198
C (-3.28664, -1.44962, 0.62727)  -0.6900
C (-3.12117, -1.75829, -0.74472)  1.0359
O (-4.16560, -1.66868, -1.52793)  -0.4314
H (0.06544, -1.27244, 2.75507)  0.4637
H (1.09629, -1.40589, 1.34484)  0.3032
H (1.43242, -3.21974, 3.05374)  0.4100
H (0.18989, -2.45654, -0.76806)  0.4741
H (-2.30431, -1.28229, 2.51520)  0.4709
H (-1.77041, -2.40707, -2.30957)  0.3407
H (-4.25906, -1.17714, 1.01412)  0.4656
H (-3.94035, -1.88532, -2.46062)  0.3440
H (0.95886, -3.91949, 1.48647)  0.3479
H (-0.19554, -3.75872, 2.84471)  0.3633
C (2.87675, 3.87307, -2.24868)  -1.3675
C (0.41182, 1.61123, 0.45502)  -0.1553
C (0.95101, 0.99943, -0.67643)  0.1540
C (0.69563, 2.94641, 0.71274)  -0.6852
C (1.74410, 1.73357, -1.54731)  -0.7169
C (1.51862, 3.66965, -0.14636)  -0.5364
C (2.04063, 3.06472, -1.28698)  0.7387
H (-0.24144, 1.06132, 1.12100)  0.3121
H (0.74190, -0.04596, -0.85838)  0.1676
H (0.26156, 3.44346, 1.56944)  0.3776
H (2.15077, 1.24230, -2.42350)  0.3479
H (1.75625, 4.70296, 0.06108)  0.3753
H (3.63359, 3.22902, -2.69103)  0.3595
H (3.35037, 4.69753, -1.72213)  0.3809
H (2.27927, 4.26285, -3.07473)  0.2874

---

Computed, not measured: 2 unconnected molecules or ions with the total composition C15H18O2 at a distorted geometry, with ωB97M-V with the def2-TZVPD basis set.

Computed properties:
- expectation value of S² = 0.761
- relative energy (zero: lowest compared OMol25 entry of this formula, charge and spin) (kJ/mol) = 199.1
- maximum force (eV Å⁻¹) = 5.15
- total charge = -1
- LUMO level (spin up / spin down) (eV) = 3.0 / 2.9
- HOMO-LUMO gap (spin up / spin down) (eV) = 2.34 / 6.44
- 2S+1 = 2

Each line ends with the Mulliken charge.
Element x y z (Å)
C (-0.60476, 3.46948, 2.39822)  -1.1305
C (-2.03221, 0.37942, 0.47785)  -0.7029
C (-2.05227, 1.00081, -0.80139)  0.8880
C (-1.48533, 1.17462, 1.56985)  -0.5101
C (-1.09161, 2.46461, 1.34887)  0.8202
C (-1.72839, 2.38278, -1.00059)  -0.8104
C (-1.26434, 3.06939, 0.08265)  -0.5245
O (-2.56845, 0.27079, -1.81639)  -0.5593
H (-2.33521, -0.68785, 0.56386)  0.2746
H (-1.58927, 0.63046, 2.49170)  0.3433
H (-1.65802, 2.69152, -2.16657)  -0.0245
H (-2.79721, 0.65824, -2.71335)  0.2949
H (-0.26016, 4.31715, 1.77346)  0.3152
H (0.23811, 3.02120, 3.15081)  0.2167
H (-1.07341, 4.16702, 0.24592)  0.0130
H (-1.53000, 3.82281, 2.99108)  0.2232
C (1.18139, -0.23772, -1.70734)  -0.0052
C (2.62409, 0.14975, -1.84282)  -1.2289
C (1.22430, -1.40470, -0.84622)  0.2480
C (1.30125, -1.23580, 0.53700)  0.1801
C (0.94577, -2.68242, -1.29426)  -0.2241
C (0.97430, -2.21549, 1.48780)  -0.9268
C (0.72870, -3.71776, -0.44453)  -0.4766
C (0.72922, -3.47684, 0.96896)  0.4142
O (0.35138, -4.49671, 1.71764)  -0.5677
H (0.57923, 0.58000, -1.35358)  -0.2616
H (0.60856, -0.41722, -2.71095)  0.3323
H (2.85432, 0.65470, -0.92098)  0.3390
H (1.55366, -0.23029, 1.00637)  0.0824
H (0.79095, -2.88175, -2.35756)  0.3049
H (1.05066, -2.05859, 2.57074)  0.3761
H (0.70443, -4.73932, -0.82659)  0.3406
H (-0.57965, -4.35471, 2.10068)  0.3412
H (2.88233, 0.73612, -2.79953)  0.3434
H (3.32763, -0.80368, -1.88079)  0.2622

---

Computed, not measured: 2 unconnected molecules or ions with the total composition C15H18O2 at a distorted geometry, with ωB97M-V with the def2-TZVPD basis set.

Computed properties:
- relative energy (zero: lowest compared OMol25 entry of this formula, charge and spin) (kJ/mol) = 217.5
- maximum force (eV Å⁻¹) = 3.35
- LUMO level (eV) = 0.7
- HOMO-LUMO gap (eV) = 8.80
- structure (SMILES) = CCc1ccc(O)cc1.Cc1ccc(O)cc1

Each line ends with the Mulliken charge.
Element x y z (Å)
C (-3.01707, -0.15644, 3.17211)  -1.1657
C (-1.61421, -0.36214, 2.49879)  -0.7536
C (-1.74105, -0.12314, 1.04133)  0.6753
C (-2.11831, -1.22474, 0.23594)  -0.5085
C (-2.29902, -1.07918, -1.13087)  -0.8271
C (-2.05122, 0.20419, -1.62118)  0.6748
O (-2.45411, 0.80668, -2.83794)  -0.4992
C (-1.45945, 1.28872, -0.84323)  -0.4599
C (-1.29452, 1.12838, 0.51629)  -0.5796
H (-3.49266, -0.95881, 3.75896)  0.3160
H (-3.74328, 0.12414, 2.38741)  0.3327
H (-3.10536, 0.72374, 3.83657)  0.3202
H (-0.78822, 0.20603, 3.04572)  0.4290
H (-1.29774, -1.42047, 2.66371)  0.2929
H (-2.49783, -2.06280, 0.85697)  0.3545
H (-2.67520, -1.86192, -1.76828)  0.4193
H (-2.76175, 0.15912, -3.45094)  0.3037
H (-0.95070, 2.08460, -1.42093)  0.3275
H (-1.03054, 1.98725, 1.15694)  0.3651
C (2.25023, 1.81726, -2.43828)  -1.6495
C (2.31943, 0.78879, -1.31845)  0.9403
C (1.69976, -0.47098, -1.36626)  -0.4683
C (1.64568, -1.23669, -0.13652)  -0.1909
C (2.43968, -0.97206, 1.01048)  0.4241
O (2.18992, -1.69805, 2.15115)  -0.5809
C (3.16879, 0.22544, 0.91230)  -0.6077
C (3.14311, 1.01365, -0.26970)  -0.4971
H (2.70196, 2.78879, -2.21156)  0.3576
H (1.30055, 1.96630, -2.78720)  0.3725
H (2.80923, 1.51793, -3.28881)  0.3911
H (1.05433, -0.89650, -2.17075)  0.3224
H (1.00790, -2.17420, -0.14699)  0.1083
H (1.58574, -2.43145, 1.95594)  0.3310
H (3.83604, 0.41411, 1.72822)  0.4044
H (3.73006, 1.91889, -0.22716)  0.3253

---

Computed, not measured: 2 unconnected molecules or ions with the total composition C15H18O2 at a distorted geometry, with ωB97M-V with the def2-TZVPD basis set.

Computed properties:
- expectation value of S² = 0.765
- relative energy (zero: lowest compared OMol25 entry of this formula, charge and spin) (kJ/mol) = 0.0
- maximum force (eV Å⁻¹) = 2.21
- total charge = +1
- LUMO level (spin up / spin down) (eV) = -3.4 / -7.0
- HOMO-LUMO gap (spin up / spin down) (eV) = 8.23 / 4.52
- 2S+1 = 2

Each line ends with the Mulliken charge.
Element x y z (Å)
C (-1.01825, 1.59859, -1.72503)  -0.6306
C (-2.24113, 1.93630, -2.62277)  -1.2627
C (-1.23788, 0.33748, -0.97194)  0.2181
C (-0.56656, -0.89021, -1.18349)  -0.5979
C (-2.38788, 0.29320, -0.11114)  -0.1681
C (-0.97089, -1.99529, -0.52526)  -0.3669
C (-2.79513, -0.80795, 0.60638)  -0.6672
C (-2.02200, -1.96374, 0.44634)  0.9624
O (-2.19983, -3.00939, 1.22239)  -0.4516
H (-0.16221, 1.48098, -2.39109)  0.4654
H (-0.84376, 2.41382, -1.02306)  0.2349
H (-2.63087, 2.93036, -2.44697)  0.3350
H (0.26276, -0.95119, -1.86742)  0.4698
H (-2.92349, 1.20712, 0.09506)  0.4687
H (-0.50434, -2.95039, -0.73146)  0.3754
H (-3.53312, -0.51825, 1.33571)  0.3936
H (-1.84380, -3.82608, 0.84675)  0.3572
H (-3.09975, 1.28224, -2.42943)  0.3933
H (-2.02445, 1.75237, -3.66590)  0.3537
C (2.27041, -2.11384, 2.14428)  -1.5242
C (3.08873, -0.22778, 0.70613)  -0.5828
C (2.12420, -0.72779, 1.57654)  0.4398
C (2.95773, 1.01302, 0.07452)  -0.8009
C (1.76187, 1.69769, 0.20135)  0.3975
C (0.97528, 0.03539, 1.77451)  -0.4102
C (0.77824, 1.20706, 1.05841)  -0.2269
O (1.48934, 2.86413, -0.47278)  -0.5160
H (4.02321, -0.75693, 0.56672)  0.4402
H (3.85438, 1.31890, -0.44238)  0.3870
H (3.03952, -2.20542, 2.90664)  0.3603
H (2.56496, -2.76638, 1.32202)  0.3812
H (0.28766, -0.27161, 2.54911)  0.5303
H (2.29188, 3.40473, -0.54207)  0.3216
H (-0.10045, 1.80272, 1.27358)  0.5915
H (1.33563, -2.59386, 2.44576)  0.3290